1.
The following is a DFT calculation (ωB97M-V with the def2-TZVPD basis set) of a molecular structure, C29H41N7O5PPtSTe.

total charge: -1
energy relative to the best compared isomer or geometry (same formula, charge and spin): 0.318 eV
LUMO: 2.01 eV
E_tot: -3016.1761 Ha
orbital gap: 0.27056 Ha

Geometry (Å):
Pt: 0.391 -0.789 -2.485
O: -1.855 2.540 -3.663
C: -1.439 1.414 -3.441
O: -0.322 1.165 -2.840
C: -2.315 0.209 -3.795
C: -2.559 -0.651 -2.544
C: -3.774 -1.549 -2.721
C: -3.263 -2.574 -3.767
C: -1.820 -2.127 -3.983
O: -1.483 -1.642 -2.641
C: -1.734 -0.842 -4.803
C: -0.298 -0.629 -5.332
O: -0.154 -0.259 -6.480
O: 0.678 -0.967 -4.541
H: -3.253 0.614 -4.169
H: -2.447 -0.147 -1.588
H: -4.024 -2.038 -1.780
H: -4.638 -0.980 -3.060
H: -3.293 -3.589 -3.372
H: -3.822 -2.550 -4.701
H: -1.109 -2.903 -4.249
H: -2.365 -0.895 -5.688
N: 5.945 0.905 -0.327
C: 5.078 1.083 -1.075
N: 4.126 1.386 -1.939
C: 3.124 0.614 -2.124
N: 2.169 -0.014 -2.311
Te: 1.353 -3.178 -2.202
C: 0.336 -3.782 -0.476
C: 0.867 -4.028 0.759
C: -0.096 -4.472 1.706
C: -1.348 -4.555 1.174
S: -1.351 -4.095 -0.472
H: 1.916 -3.894 0.979
H: 0.134 -4.716 2.734
H: -2.257 -4.859 1.670
N: -0.059 -0.653 -0.564
P: 0.322 0.449 0.460
N: 1.903 0.443 0.987
C: 2.615 1.512 1.681
C: 3.030 1.112 3.095
C: 3.796 -0.208 3.092
C: 2.984 -1.284 2.377
C: 2.638 -0.819 0.967
N: 0.101 2.085 0.179
C: 1.023 2.868 -0.651
C: 1.124 4.298 -0.092
C: -0.145 4.661 0.684
C: -1.358 4.065 -0.021
C: -1.283 2.526 -0.017
N: -0.706 0.143 1.753
C: -0.694 0.957 2.951
C: -0.587 0.071 4.208
C: -1.106 -1.338 3.910
C: -2.316 -1.245 2.990
C: -1.892 -0.693 1.619
H: 1.989 2.402 1.703
H: 3.520 1.757 1.109
H: 2.138 1.012 3.721
H: 3.639 1.912 3.524
H: 4.038 -0.512 4.114
H: 4.743 -0.071 2.559
H: 2.056 -1.490 2.925
H: 3.551 -2.218 2.322
H: 2.037 -1.554 0.436
H: 3.573 -0.682 0.410
H: 0.659 2.878 -1.681
H: 1.999 2.391 -0.665
H: 1.254 4.991 -0.927
H: 2.003 4.407 0.548
H: -0.242 5.745 0.776
H: -0.089 4.258 1.700
H: -1.390 4.426 -1.052
H: -2.286 4.386 0.457
H: -1.678 2.144 -0.966
H: -1.892 2.118 0.791
H: -1.613 1.563 3.001
H: 0.131 1.666 2.900
H: -1.172 0.521 5.016
H: 0.447 0.020 4.555
H: -1.351 -1.858 4.839
H: -0.329 -1.918 3.407
H: -3.067 -0.596 3.454
H: -2.785 -2.222 2.852
H: -2.728 -0.127 1.174
H: -1.644 -1.503 0.936

Atomic partial charges in e from the Löwdin method, atoms 1 to 2:
1. Pt 1.167
2. O 0.059

2.
The following is a DFT calculation (ωB97M-V with the def2-TZVPD basis set) of a molecular structure, C29H41N8S2SrTe at a distorted geometry.

total charge: +1
energy relative to the best compared isomer or geometry (same formula, charge and spin): 11.925 eV
LUMO: -2.92 eV
E_tot: -2662.2485 Ha
orbital gap: 0.19702 Ha

Geometry (Å):
Sr: -0.232 -0.984 0.332
C: 0.923 -1.400 -2.564
C: 2.060 -0.815 -1.726
N: 1.463 -0.305 -0.550
C: 1.350 1.103 -0.596
C: 0.230 1.408 -1.605
N: -1.055 0.867 -1.160
C: -1.852 0.280 -2.245
C: -1.472 -1.226 -2.370
N: -0.213 -1.348 -1.725
H: 1.194 -2.426 -2.906
H: 0.748 -0.808 -3.468
H: 2.579 -0.018 -2.278
H: 2.827 -1.602 -1.539
H: 1.657 -0.866 0.274
H: 2.283 1.555 -0.981
H: 1.150 1.543 0.384
H: 0.519 0.912 -2.530
H: 0.176 2.480 -1.814
H: -1.618 1.579 -0.673
H: -1.674 0.800 -3.188
H: -2.897 0.358 -1.943
H: -1.424 -1.553 -3.417
H: -2.221 -1.824 -1.849
H: -0.117 -2.103 -1.047
N: 4.113 -2.634 -0.009
C: 3.747 -1.597 0.805
N: 2.984 -1.682 1.855
C: 2.815 -0.447 2.426
C: 3.426 0.572 1.773
S: 4.263 0.014 0.371
C: 1.964 -0.223 3.601
C: 2.416 0.032 4.857
S: 1.074 0.309 5.917
C: -0.015 0.056 4.564
N: 0.610 -0.176 3.444
N: -1.349 0.097 4.619
H: 3.987 -3.546 0.415
H: 5.006 -2.527 -0.468
H: 3.410 1.611 2.018
H: 3.416 0.058 5.237
H: -1.826 0.166 5.504
H: -1.784 -0.296 3.765
C: -3.051 3.808 0.082
N: -2.325 2.696 0.667
C: -1.014 3.092 1.162
C: -3.069 2.108 1.773
C: -4.069 1.080 1.328
C: -5.423 1.418 1.282
C: -6.380 0.479 0.943
C: -5.971 -0.805 0.636
C: -4.616 -1.143 0.669
C: -3.642 -0.214 1.028
H: -3.282 4.596 0.812
H: -3.979 3.427 -0.336
H: -2.471 4.252 -0.723
H: -1.104 3.811 1.991
H: -0.462 3.591 0.369
H: -0.531 2.134 1.468
H: -3.574 2.889 2.358
H: -2.328 1.534 2.345
H: -5.733 2.427 1.513
H: -7.426 0.745 0.922
H: -6.708 -1.553 0.392
H: -4.314 -2.154 0.444
C: 0.202 -4.211 -1.451
Te: 1.265 -3.131 0.054
C: 2.331 -4.813 -0.030
C: 1.354 -5.892 -0.172
C: 1.505 -7.154 0.365
C: 0.491 -8.083 0.207
C: -0.656 -7.760 -0.498
C: -0.800 -6.500 -1.058
C: 0.205 -5.573 -0.886
H: 0.956 -4.207 -2.267
H: -0.763 -3.870 -1.856
H: 3.039 -4.950 0.785
H: 2.866 -4.639 -0.991
H: 2.410 -7.405 0.907
H: 0.601 -9.064 0.646
H: -1.441 -8.491 -0.622
H: -1.685 -6.233 -1.622

Atomic partial charges in e from the Löwdin method, atoms 1 to 2:
1. Sr 1.310
2. C -0.202

3.
The following is a DFT calculation (ωB97M-V with the def2-TZVPD basis set) of a molecular structure, C29H42AsF9GeN4O7STl at a distorted geometry.

total charge: -1
energy relative to the best compared isomer or geometry (same formula, charge and spin): 0.897 eV
LUMO: 2.26 eV
E_tot: -7658.1461 Ha
orbital gap: 0.30139 Ha

Geometry (Å):
Tl: -8.116 -3.644 17.571
C: -11.087 -5.139 14.565
C: -12.261 -4.685 15.403
N: -11.846 -3.679 16.392
C: -12.608 -2.457 16.651
C: -12.270 -1.226 15.812
C: -12.801 -0.003 16.265
C: -12.619 1.085 15.432
C: -11.791 0.987 14.335
C: -11.309 -0.287 13.922
C: -10.561 -0.447 12.645
N: -9.775 -1.642 12.591
C: -10.125 -2.771 11.751
C: -10.528 -4.113 12.432
N: -10.334 -4.099 13.903
N: -11.533 -1.349 14.734
H: -11.498 -5.763 13.746
H: -10.419 -5.720 15.206
H: -12.727 -5.561 15.850
H: -13.046 -4.164 14.830
H: -11.457 -4.081 17.296
H: -12.408 -2.135 17.688
H: -13.716 -2.638 16.600
H: -13.294 0.058 17.246
H: -13.108 2.006 15.801
H: -11.491 1.858 13.769
H: -9.842 0.416 12.617
H: -11.182 -0.390 11.770
H: -9.103 -1.829 13.337
H: -9.232 -2.974 11.108
H: -10.942 -2.446 11.132
H: -9.963 -4.968 11.962
H: -11.624 -4.238 12.244
H: -10.609 -3.154 14.327
O: -3.669 -5.917 15.815
As: -4.752 -5.983 17.242
O: -4.715 -7.474 18.114
O: -6.276 -6.049 16.239
C: -3.298 -5.171 18.381
C: -2.243 -5.960 18.863
C: -1.384 -5.440 19.801
C: -1.540 -4.163 20.311
C: -2.389 -3.280 19.624
C: -3.394 -3.854 18.839
S: -4.452 -2.831 17.896
O: -5.117 -3.962 17.070
O: -5.494 -2.236 18.745
O: -3.670 -1.948 17.095
H: -2.842 -5.419 15.933
H: -2.134 -7.006 18.622
H: -0.604 -6.132 20.118
H: -0.916 -3.841 21.153
H: -2.410 -2.213 19.729
F: -8.643 -6.207 20.003
C: -9.799 -5.906 20.679
F: -10.723 -6.869 20.379
F: -9.554 -5.944 22.033
C: -10.301 -4.526 20.068
O: -10.174 -4.556 18.734
C: -9.354 -3.364 20.703
F: -9.703 -2.169 20.109
F: -8.024 -3.639 20.262
F: -9.272 -3.309 22.046
C: -11.780 -4.340 20.573
F: -12.204 -3.030 20.553
F: -11.948 -4.762 21.894
F: -12.696 -5.061 19.833
C: -6.250 -4.327 10.810
C: -4.929 -3.894 11.418
C: -4.548 -4.491 12.767
C: -5.650 -4.345 13.841
Ge: -6.418 -5.995 14.440
C: -5.545 -7.665 13.929
C: -5.749 -8.435 12.631
C: -7.150 -9.060 12.337
C: -7.711 -9.919 13.478
H: -6.409 -3.964 9.790
H: -7.118 -3.939 11.385
H: -6.363 -5.421 10.785
H: -4.917 -2.803 11.607
H: -4.093 -4.090 10.760
H: -3.605 -4.017 13.122
H: -4.280 -5.548 12.693
H: -6.488 -3.821 13.391
H: -5.285 -3.939 14.815
H: -7.905 -6.092 14.158
H: -5.908 -8.187 14.831
H: -4.499 -7.482 14.103
H: -5.035 -9.238 12.674
H: -5.454 -7.806 11.772
H: -6.921 -9.756 11.524
H: -7.849 -8.336 11.914
H: -6.902 -10.430 13.978
H: -8.446 -10.652 13.075
H: -8.187 -9.268 14.266

Atomic partial charges in e from the Löwdin method, atoms 1 to 2:
1. Tl 1.094
2. C -0.261

Look up the LUMO of the second one.
-2.92 eV